Entry 1:
Entry from the OMol25 dataset: a structure of composition C30H67N2O14PS5Si2 at a distorted geometry (ωB97M-V/def2-TZVPD).

The HOMO energy is -0.295 hartree. The calculation puts the LUMO energy at 0.4 eV. As for the charge: 0. The calculation puts the total energy at -5257.5149 Eh.

Element x y z (Å)
C: -1.095929 0.449395 2.345704
C: -2.428959 1.046037 2.766295
C: -3.159578 1.805126 1.640675
N: -2.722479 1.441310 0.285431
Si: -3.913145 1.006951 -0.865081
C: -5.057119 -0.277906 -0.136984
C: -6.490447 0.141315 -0.004579
N: -7.415787 -0.700360 0.182337
O: -3.155952 0.326609 -2.177140
Si: -2.305978 1.071598 -3.346389
O: -2.479083 2.693680 -3.229465
C: -2.108818 3.520853 -4.337605
C: -3.132364 3.499002 -5.474800
O: -3.482704 4.803868 -5.871444
C: -3.013638 5.221264 -7.148814
C: -1.691430 5.990499 -7.036261
P: -0.154457 0.463647 -2.988072
C: -0.134900 -1.015552 -4.059510
O: 0.725274 1.492387 -3.969662
H: -0.614922 -0.031583 3.195914
H: -0.420662 1.234038 1.997493
H: -1.207141 -0.291901 1.565223
H: -2.251612 1.740382 3.589097
H: -3.071611 0.260418 3.165937
H: -3.027253 2.875675 1.799096
H: -4.230370 1.614853 1.737922
H: -2.042706 2.104482 -0.060952
H: -4.718355 2.152441 -1.360298
H: -5.013293 -1.194258 -0.722948
H: -4.695649 -0.519161 0.866456
H: -6.710077 1.212014 -0.069062
H: -8.317743 -0.233850 0.255109
H: -2.798414 0.596140 -4.667332
H: -1.114943 3.244973 -4.694678
H: -2.050615 4.545322 -3.977775
H: -2.750260 2.933759 -6.327966
H: -4.027562 2.984026 -5.120553
H: -2.926211 4.382199 -7.837417
H: -3.769174 5.896076 -7.535983
H: -0.955264 5.653939 -7.762689
H: -1.846713 7.051463 -7.212042
H: -1.292944 5.880068 -6.030594
H: -0.841705 -0.971029 -4.886533
H: 0.867031 -1.112116 -4.473306
H: -0.348922 -1.893350 -3.453453
H: 1.161256 2.143495 -3.414759
C: 1.786348 -5.166695 1.291927
C: 2.467381 -4.411235 0.142038
C: 1.846050 -3.008428 0.077373
S: 1.307071 -2.634565 1.754917
O: -0.129847 -2.539308 1.764871
O: 2.111527 -1.572651 2.314274
C: 1.777256 -4.206089 2.474016
H: 2.313090 -6.085602 1.542899
H: 0.761179 -5.423681 1.014696
H: 3.536663 -4.333264 0.345657
H: 2.351366 -4.930158 -0.808162
H: 2.548729 -2.239378 -0.233449
H: 0.958166 -2.973089 -0.550684
H: 1.063900 -4.452804 3.256567
H: 2.772269 -4.090018 2.903467
C: 2.577470 1.430160 3.769957
C: 3.051359 2.670526 4.555084
C: 2.817809 2.394596 6.051794
S: 2.915225 0.606757 6.210439
O: 1.627306 0.092951 6.615959
O: 4.092261 0.245695 6.965616
C: 3.175782 0.232145 4.497166
H: 2.894736 1.453910 2.729681
H: 1.488024 1.364599 3.782867
H: 4.115998 2.829129 4.373720
H: 2.527201 3.572865 4.243500
H: 3.564186 2.839615 6.704026
H: 1.820291 2.688583 6.372134
H: 2.695342 -0.715349 4.273711
H: 4.251282 0.155947 4.339528
C: 3.123836 -4.493207 9.190840
C: 2.066198 -3.390180 9.014493
C: 2.272234 -2.795974 7.620314
S: 2.963630 -4.093516 6.601261
O: 4.299381 -3.732473 6.187430
O: 2.007705 -4.521822 5.608757
C: 3.079182 -5.321505 7.907550
H: 2.926516 -5.110194 10.066299
H: 4.113329 -4.047190 9.309148
H: 1.068112 -3.825208 9.092536
H: 2.150310 -2.619206 9.777792
H: 1.351006 -2.476749 7.141857
H: 2.986914 -1.976117 7.613510
H: 3.959876 -5.936078 7.732816
H: 2.177456 -5.931472 7.857218
C: -5.064504 7.620620 -12.403327
C: -5.928330 8.233505 -11.291724
C: -5.422861 7.672814 -9.956723
S: -3.676649 7.303343 -10.203519
O: -3.490439 5.877390 -10.099722
O: -2.867600 8.206163 -9.427247
C: -3.619468 7.758219 -11.935310
H: -5.219708 8.118821 -13.358841
H: -5.312792 6.565127 -12.530639
H: -5.818082 9.319239 -11.301484
H: -6.984564 8.009782 -11.430863
H: -5.504104 8.380214 -9.135679
H: -5.909456 6.736585 -9.690954
H: -2.917897 7.099044 -12.440460
H: -3.272529 8.789773 -11.986979
C: 5.491686 -7.860031 4.859551
C: 5.894485 -6.384304 4.987905
C: 6.190108 -5.861902 3.578013
S: 5.167780 -6.833790 2.462435
O: 6.020300 -7.615540 1.602962
O: 4.133081 -6.009035 1.886757
C: 4.476207 -7.908336 3.719949
H: 5.060920 -8.246897 5.782408
H: 6.361052 -8.472985 4.612918
H: 5.065267 -5.809069 5.389697
H: 6.755123 -6.242695 5.639420
H: 5.922869 -4.815380 3.452782
H: 7.224875 -6.021320 3.281106
H: 4.328146 -8.894269 3.286024
H: 3.519308 -7.477601 4.015596

Cartesian forces (eV/Å) of the 6 atoms listed first:
0.06 0.20 0.24
0.09 -0.04 -0.02
0.17 -0.08 0.11
-0.33 0.36 0.03
-0.07 -0.41 -0.17
-0.03 0.23 0.12

These are the Mulliken partial charges, in e, on atoms 1 to 6: C -0.900; C -0.589; C -0.756; N 0.170; Si -0.306; C -0.647



Entry 2:
Entry from the OMol25 dataset: a structure of composition C30H69Cl12N3 at a distorted geometry (ωB97M-V/def2-TZVPD).

The HOMO energy is -0.290 hartree. The calculation puts the LUMO energy at 0.3 eV. As for the charge: 0. The calculation puts the total energy at -6870.3568 Eh. The energy above the lowest of the compared OMol25 structures with the same formula, charge and spin is 33.16 kcal/mol.

Element x y z (Å)
Cl: -41.154810 -3.540362 15.372157
C: -40.648414 -1.878194 15.864465
C: -41.797492 -0.939626 16.135175
Cl: -42.830204 -0.791188 14.630662
H: -40.019239 -1.287888 15.156554
H: -40.068759 -1.960221 16.615368
H: -41.744228 0.099520 16.593279
H: -42.409000 -1.261677 16.910945
Cl: -38.371420 -5.805838 11.149147
C: -39.131967 -6.651267 9.771588
C: -40.560820 -6.197818 9.611912
Cl: -41.598597 -7.167913 10.615459
H: -38.976872 -7.721528 9.707681
H: -38.737398 -6.242310 8.930130
H: -40.991810 -6.207179 8.623732
H: -40.709151 -5.187039 9.959468
Cl: -43.031323 -3.527561 10.478904
C: -43.395702 -4.748965 11.667245
C: -44.141225 -4.159390 12.907142
Cl: -45.537873 -3.228588 12.349423
H: -42.490389 -5.019791 12.108575
H: -43.962312 -5.422065 11.091347
H: -43.492445 -3.491041 13.645066
H: -44.492685 -4.747004 13.532281
Cl: -42.835506 2.497599 10.829227
C: -43.197322 0.998623 11.807407
C: -44.125355 0.072345 10.904076
Cl: -45.771492 0.759270 10.813332
H: -43.821138 1.268289 12.806572
H: -42.360335 0.456991 12.079158
H: -44.249366 -0.862745 11.352419
H: -43.754764 -0.228768 9.877349
Cl: -46.113759 -10.763303 13.595636
C: -46.104512 -9.505507 12.481477
C: -44.942979 -8.568733 12.724377
Cl: -45.046525 -7.032735 11.806916
H: -46.887210 -8.818113 12.659800
H: -46.134795 -9.866332 11.444057
H: -44.054762 -9.119211 12.577623
H: -44.750491 -8.376733 13.778426
Cl: -43.814769 -6.607135 7.045443
C: -44.317187 -4.963222 7.441391
C: -45.537619 -5.099962 8.401182
Cl: -46.872111 -5.875798 7.489407
H: -44.557104 -4.493026 6.499740
H: -43.430446 -4.424946 7.738864
H: -45.878973 -4.030305 8.754067
H: -45.256500 -5.689789 9.233572
C: -42.939311 -6.440145 14.649130
C: -42.517893 -6.697238 16.067454
N: -42.980893 -7.985331 16.594948
C: -42.210710 -8.683361 17.473017
C: -41.384791 -7.957047 18.342462
C: -44.404421 -7.949979 17.281223
C: -45.037507 -9.321373 17.326525
H: -42.583943 -7.281398 13.984385
H: -42.277935 -5.571591 14.401565
H: -44.012540 -6.058426 14.421183
H: -42.933277 -6.100367 16.895860
H: -41.406544 -6.666317 15.964733
H: -41.360379 -9.084163 16.786920
H: -42.619492 -9.593116 17.635987
H: -41.035294 -6.790504 18.393610
H: -40.496606 -8.412745 18.550540
H: -42.007431 -8.047725 19.410205
H: -44.967351 -7.094111 16.746919
H: -44.236525 -7.570021 18.357651
H: -44.395649 -9.903367 18.213666
H: -45.139418 -9.789231 16.333222
H: -46.048283 -9.230669 17.886819
C: -46.733742 -7.121551 15.334621
C: -48.330306 -6.936178 14.998148
N: -48.642789 -7.300507 13.598137
C: -49.924239 -7.769179 13.315823
C: -50.969929 -7.109966 13.985655
C: -48.239559 -6.241998 12.641306
C: -48.389490 -6.679480 11.187676
H: -46.476869 -6.365823 16.262425
H: -46.005899 -6.731933 14.618507
H: -46.362029 -8.201047 15.465817
H: -48.564812 -6.015029 15.237586
H: -48.778222 -7.586354 15.697471
H: -49.947149 -8.589188 13.951804
H: -50.069271 -8.070613 12.306337
H: -50.850772 -6.437136 14.756147
H: -52.123928 -7.827780 14.221200
H: -51.322806 -6.327720 13.086792
H: -47.210203 -5.859771 12.867284
H: -48.889878 -5.376357 12.826049
H: -49.306550 -6.729534 10.809673
H: -47.903018 -7.751796 11.256840
H: -47.729183 -6.178044 10.294706
C: -41.084805 -2.046471 8.081587
C: -39.582905 -1.805346 8.241849
N: -39.068109 -2.334364 9.606824
C: -37.747892 -2.519134 9.728631
C: -36.791758 -1.537999 9.441415
C: -39.713292 -1.588238 10.694632
C: -39.658123 -2.309171 12.114049
H: -41.144731 -3.129272 8.484692
H: -41.037656 -2.004480 7.011841
H: -41.761234 -1.327774 8.710600
H: -39.318971 -0.907739 8.211151
H: -39.153305 -2.462422 7.481701
H: -37.479311 -3.199361 8.901655
H: -37.528732 -3.204776 10.592905
H: -36.950996 -0.737107 8.821323
H: -35.672160 -2.152325 9.354897
H: -36.739768 -0.656573 10.291167
H: -40.749085 -1.300835 10.779090
H: -39.368781 -0.742051 10.905746
H: -39.814102 -1.521110 12.857685
H: -38.844237 -2.703733 12.585533
H: -40.306742 -3.001347 12.129959

Cartesian forces (eV/Å) of the 6 atoms listed first:
0.37 1.16 0.10
-2.85 2.42 -5.40
-1.12 1.27 -0.30
0.39 0.02 0.79
-0.40 -1.36 -0.42
3.76 -0.94 5.77

These are the Mulliken partial charges, in e, on atoms 1 to 6: Cl -0.027; C -0.801; C -0.659; Cl -0.107; H 0.225; H 0.651